[1]
C61H45BaBrN12S3 as an isolated structure. Source: the Open Molecules 2025 dataset; level of theory: ωB97M-V with the def2-TZVPD basis set.

The LUMO energy is -0.3 eV. Its frontier orbital gap is 5.0196 eV. Its total energy is -6802.81452 a.u. The calculation puts the HOMO energy at -5.32 eV. As for the spin multiplicity: 1.

The geometry in XYZ format:
```
123
C61H45BaBrN12S3 (ωB97M-V with the def2-TZVPD basis set)
Ba -0.52745 -0.40030 0.50392
N 3.60094 -2.70793 -0.91084
C 2.57459 -2.23785 -0.18321
N 2.10324 -1.03553 -0.27741
C 2.67855 -0.15039 -1.17292
N 2.33702 1.09315 -1.27030
N 1.21498 1.48752 -0.56008
C 1.27123 2.63016 -0.02241
C 0.08556 3.19777 0.67666
C 0.08238 4.53973 1.02783
C -1.04666 5.08015 1.62200
C -2.13963 4.26299 1.84574
C -2.05121 2.93124 1.46668
N -0.97081 2.40367 0.89623
C 3.77311 -0.62096 -2.03974
C 4.36339 0.17689 -3.02194
C 5.36691 -0.32602 -3.82136
C 5.80665 -1.64178 -3.64071
C 5.24173 -2.44389 -2.67564
C 4.21830 -1.92828 -1.87833
H 3.89614 -3.66108 -0.77142
H 2.11588 -2.90479 0.54815
H 2.18268 3.22896 -0.02935
H 0.95327 5.14929 0.82264
H -1.07198 6.12645 1.89846
H -3.04317 4.63944 2.30494
H -2.88442 2.25485 1.61160
H 4.00548 1.19098 -3.13652
H 5.81568 0.29533 -4.58485
H 6.60242 -2.03761 -4.25843
H 5.57920 -3.46447 -2.53693
Br -7.47790 -0.07361 -3.59830
C -6.29621 -0.13319 -2.11809
C -6.64319 0.51429 -0.94403
C -5.75878 0.49593 0.12552
C -4.53883 -0.15590 0.01059
C -4.21069 -0.80566 -1.16827
C -5.09055 -0.80691 -2.23703
N -3.55292 -0.13404 1.03544
C -3.90187 -0.25537 2.24106
C -2.93358 -0.14682 3.36680
C -3.41443 -0.17754 4.66360
C -2.51033 -0.08256 5.71263
C -1.16567 0.02079 5.42018
C -0.77259 0.02888 4.08778
N -1.63460 -0.03894 3.07813
H -7.58490 1.03942 -0.86874
H -6.00984 1.02918 1.03477
H -3.26890 -1.33231 -1.23887
H -4.83610 -1.32111 -3.15521
H -4.93843 -0.46649 2.52405
H -4.47644 -0.28355 4.84430
H -2.85472 -0.10652 6.73829
H -0.42099 0.06073 6.20337
H 0.27585 0.05658 3.81979
S 0.69494 -2.54715 2.51917
C 0.19945 -4.17173 2.00046
C 0.90787 -5.26397 2.52828
C 0.61255 -6.57990 2.20960
C -0.42804 -6.84284 1.32777
C -1.13219 -5.78071 0.78278
C -0.84485 -4.43950 1.08212
S -1.81775 -3.19477 0.26661
H 1.71158 -5.04380 3.22180
H 1.18617 -7.38855 2.64782
H -0.69337 -7.86191 1.07073
H -1.94598 -5.96958 0.09190
C -2.68836 4.26616 -2.96998
C -2.09360 3.29204 -2.15473
N -1.96123 2.02659 -2.49144
C -2.41969 1.64991 -3.70362
C -3.00502 2.55131 -4.60638
C -3.14174 3.88884 -4.20334
C -3.43253 2.10793 -5.90697
C -3.29176 0.82298 -6.27357
C -2.74759 -0.14667 -5.35980
C -2.67772 -1.51163 -5.68934
C -2.24446 -2.40673 -4.75121
C -1.85785 -1.91818 -3.49212
N -1.86196 -0.64078 -3.17223
C -2.31853 0.24327 -4.08230
H -2.77637 5.28664 -2.62086
H -1.70265 3.57909 -1.18487
H -3.60679 4.60224 -4.87392
H -3.87130 2.83395 -6.58091
H -3.60481 0.48779 -7.25533
H -2.99359 -1.83757 -6.67423
H -2.21002 -3.46958 -4.95147
H -1.56797 -2.60258 -2.70224
N 2.23506 0.68174 2.19558
C 2.80259 0.74737 3.19249
C 3.52374 0.79562 4.44400
C 4.86118 0.41747 4.48851
C 5.54569 0.48093 5.69122
C 4.89839 0.91742 6.83931
C 3.56058 1.28731 6.79216
C 2.86876 1.22867 5.59395
H 5.34955 0.06931 3.58852
H 6.58519 0.18465 5.73269
H 5.43856 0.96868 7.77562
H 3.05593 1.61976 7.68951
H 1.82584 1.51345 5.54065
S 2.63996 -5.56766 -5.51965
C 1.92521 -4.35991 -4.41924
C 2.01790 -3.00701 -4.71513
C 1.50308 -2.10058 -3.79827
N 0.94584 -2.46513 -2.64560
C 0.82073 -3.76870 -2.39030
C 1.28493 -4.75192 -3.25203
C 4.23501 -5.74387 -4.73808
C 4.37373 -6.32475 -3.48415
C 5.64144 -6.41486 -2.93124
N 6.75021 -5.98574 -3.53928
C 6.60369 -5.45258 -4.75040
C 5.37811 -5.30423 -5.38691
H 2.49592 -2.66941 -5.62520
H 1.55958 -1.03335 -3.98965
H 0.32087 -4.02457 -1.45643
H 1.14978 -5.79821 -3.01095
H 3.51386 -6.70378 -2.94705
H 5.77505 -6.86066 -1.95170
H 7.51229 -5.11565 -5.23783
H 5.31394 -4.84897 -6.36627
```


[2]
C61H47ClMnN5OP2S as an isolated structure. Source: the Open Molecules 2025 dataset; level of theory: ωB97M-V with the def2-TZVPD basis set.

As for the net charge: +2. The LUMO energy (spin up / spin down) is -4.9 / -5.1 eV. Its frontier orbital gap (spin up / spin down) is 6.6806 / 7.5112 eV. As for the expectation value of S²: 6.094. Its total energy is -5393.39104 a.u. The calculation puts the HOMO energy (spin up / spin down) at -11.63 / -12.64 eV. As for the spin multiplicity: 5.

The geometry in XYZ format:
```
119
C61H47ClMnN5OP2S (ωB97M-V with the def2-TZVPD basis set)
Mn -0.26567 0.91086 -0.28969
O 2.21590 0.91846 0.42621
S 1.45290 -0.38167 0.41847
C 1.71592 -1.10814 2.00729
C 2.92012 -1.76576 2.17387
C 3.31805 -2.34451 3.38568
C 2.47989 -2.21375 4.45421
C 2.60366 -2.72880 5.86149
C 1.44892 -2.04689 6.63310
C 0.69520 -1.27496 5.58391
C -0.37761 -0.43997 5.69289
C -0.84474 0.17406 4.52292
C -0.31028 -0.01813 3.25911
P -1.26162 0.76644 1.91419
C -2.88668 -0.07149 1.94072
C -3.25459 -0.91478 0.90136
C -4.44357 -1.63079 0.94649
C -5.28847 -1.49549 2.03346
C -4.94554 -0.63441 3.07008
C -3.75716 0.07070 3.02590
C -1.62394 2.42808 2.56783
C -0.63256 3.13290 3.25124
C -0.85944 4.43708 3.66329
C -2.07415 5.05106 3.38763
C -3.05894 4.35995 2.69521
C -2.83576 3.05424 2.28275
C 0.85344 -0.84595 3.12726
C 1.30715 -1.43966 4.32518
C 2.21288 -1.51397 -0.71851
C 2.28117 -2.86578 -0.45543
C 3.04524 -3.74978 -1.24142
C 3.78979 -3.22312 -2.26124
C 4.77716 -3.85695 -3.20710
C 5.21477 -2.71052 -4.15787
C 4.44614 -1.50263 -3.68513
C 4.37952 -0.22327 -4.16108
C 3.44947 0.65286 -3.56969
C 2.66503 0.32306 -2.48102
P 1.22570 1.39692 -2.16386
C 0.42379 1.20127 -3.80513
C 0.00702 -0.09996 -4.10067
C -0.55488 -0.40572 -5.32610
C -0.72734 0.59341 -6.27853
C -0.31552 1.88426 -5.99802
C 0.26629 2.18742 -4.77069
C 1.89887 3.07680 -2.05915
C 1.13106 4.19333 -2.39534
C 1.64765 5.47162 -2.24935
C 2.92611 5.64847 -1.74014
C 3.68401 4.54532 -1.37323
C 3.17550 3.26535 -1.52935
C 2.82028 -0.96173 -1.88955
C 3.66142 -1.85516 -2.57082
H 3.60059 -1.83673 1.33841
H 4.26371 -2.86397 3.45027
H 3.58229 -2.50805 6.28648
H 2.49681 -3.81523 5.86289
H 1.82089 -1.37560 7.40783
H 0.79971 -2.77008 7.12715
H -0.85411 -0.23081 6.64080
H -1.67271 0.85984 4.63126
H -2.59216 -1.04627 0.05956
H -4.69961 -2.30211 0.13670
H -6.21327 -2.05385 2.07796
H -5.60736 -0.51311 3.91647
H -3.52850 0.74477 3.83837
H 0.31587 2.65791 3.47497
H -0.09056 4.97149 4.20451
H -2.25594 6.06481 3.71778
H -4.00685 4.83528 2.48228
H -3.61362 2.52316 1.74733
H 1.76871 -3.26378 0.40950
H 3.07069 -4.80104 -0.99038
H 4.32397 -4.68792 -3.74806
H 5.62214 -4.26783 -2.65326
H 4.97797 -2.93532 -5.19822
H 6.28941 -2.53254 -4.11161
H 4.96569 0.10654 -5.00761
H 3.31143 1.62530 -4.02942
H 0.15247 -0.89057 -3.36873
H -0.84565 -1.42401 -5.54999
H -1.16287 0.35869 -7.24013
H -0.42700 2.66232 -6.74054
H 0.62431 3.19186 -4.60100
H 0.12255 4.07648 -2.77379
H 1.04961 6.32761 -2.53138
H 3.32956 6.64515 -1.62528
H 4.67789 4.68016 -0.96919
H 3.76898 2.41024 -1.23472
N -3.62328 0.48039 -3.15832
C -2.70853 -0.23038 -2.50235
N -2.03991 0.56538 -1.68732
C -2.61311 1.78537 -1.91109
N -3.57650 1.77565 -2.79790
C -2.11658 2.98103 -1.23032
C -2.69543 4.23682 -1.33687
N -2.17790 5.29422 -0.72319
C -1.07203 5.10123 -0.01625
C -0.47433 3.85380 0.09896
N -1.01238 2.78892 -0.49548
H -4.28986 0.17143 -3.84944
H -2.57013 -1.29098 -2.62554
H -3.58857 4.37647 -1.93198
H -0.63230 5.96103 0.47106
H 0.44387 3.70986 0.65384
Cl -1.79678 -3.38273 3.04003
C -2.25399 -4.33717 1.66206
C -3.08827 -5.41633 1.85600
C -3.47355 -6.19772 0.77232
C -3.01689 -5.89127 -0.50980
C -2.18635 -4.81239 -0.70112
C -1.76990 -3.98846 0.37689
C -0.94336 -2.88280 0.15232
H -3.43573 -5.64708 2.85302
H -4.12358 -7.04606 0.93138
H -3.31192 -6.50467 -1.34966
H -1.81926 -4.57719 -1.69309
H -0.59840 -2.64316 -0.84455
H -0.62163 -2.27620 0.98557
```